1.
The following is a DFT calculation (ωB97M-V with the def2-TZVPD basis set) of a cluster of 2 separate species, C9H15N3 in total at a distorted geometry.

XYZ file:
```
27
Properties=species:S:1:pos:R:3:mulliken_charge:R:1
C -3.17881 -1.85197 -0.21242 -1.433
C -1.92085 -1.03133 -0.22030 0.735
C -0.65502 -1.56562 -0.42472 -0.800
C -1.98141 0.31125 -0.07310 0.295
C 2.83319 -1.22770 0.55695 -0.413
C 1.75253 -0.21887 0.74161 -0.392
C 1.70130 1.00862 0.22449 -0.270
C 2.84400 1.67868 -0.32124 -0.856
C 3.87327 2.23748 -0.61708 0.322
H -3.96432 -1.36310 0.36546 0.368
H -3.02809 -2.85582 0.16184 0.379
H -3.57178 -1.98949 -1.23758 0.247
H -3.96114 0.56439 0.32913 0.181
H -0.09803 -0.79179 -0.95672 0.184
H -1.07818 0.91167 -0.10635 0.032
H -2.43286 2.74308 0.89664 0.280
H -3.02938 2.87909 -0.64460 0.269
H 1.77762 -2.10550 -0.95425 0.142
H 2.90705 -3.10646 -0.30051 0.233
H 3.65993 -0.74322 -0.01596 0.308
H 3.25023 -1.52522 1.52875 0.281
H 0.89723 -0.60144 1.30728 0.456
H 0.78433 1.59863 0.25727 0.327
H 4.79020 2.77084 -0.81035 0.400
N -3.09320 1.04125 0.12714 0.035
N -3.18471 2.42969 0.26801 -0.826
N 2.20476 -2.38936 -0.07303 -0.482
```

Calculated values
- LUMO level (eV) = 0.193
- multiplicity = 1
- HOMO level (eV) = -7.2

2.
The following is a DFT calculation (ωB97M-V with the def2-TZVPD basis set) of the molecule C3H6F2S at a distorted geometry.

XYZ file:
```
12
Properties=species:S:1:pos:R:3:mulliken_charge:R:1
F 0.81021 -1.72082 0.59982 -0.302
C -0.13240 -0.84322 1.25326 -0.376
C -0.73907 0.05751 0.20416 0.291
F -1.47455 0.88234 0.98641 -0.309
C 0.34016 0.82498 -0.61541 -0.771
S 1.17144 -0.19370 -1.77379 -0.150
H -0.82808 -1.49575 1.74744 0.291
H 0.47366 -0.21612 2.01395 0.255
H -1.34590 -0.54346 -0.51499 0.275
H 1.02877 1.22243 0.07908 0.318
H -0.03690 1.68089 -1.12896 0.382
H 0.73265 0.34491 -2.85096 0.097
```

Calculated values
- LUMO level (eV) = 0.863
- SMILES = FC[C@@H](F)CS
- multiplicity = 1
- HOMO level (eV) = -9.3

3.
The following is a DFT calculation (ωB97M-V with the def2-TZVPD basis set) of a structure of composition C22H28BF3MoN12S at a distorted geometry.

XYZ file:
```
68
Properties=species:S:1:pos:R:3:lowdin_spin:R:1
Mo -0.21503 0.16324 0.56494 0.001
C -0.08178 -3.06654 -2.36683 0.000
C 0.09660 -2.57016 -1.08896 0.000
N -0.19727 -1.25893 -1.04674 0.000
N -0.57146 -0.90521 -2.30537 0.004
C -0.50515 -1.98201 -3.10598 0.003
B -1.28880 0.44153 -2.54923 0.009
N -2.51672 0.37246 -1.59143 0.000
C -3.83838 0.27721 -1.81511 0.000
C -4.48202 -0.04082 -0.64033 0.000
C -3.45977 -0.13322 0.28739 0.000
N -2.26925 0.11888 -0.27637 0.000
N -0.40392 1.62972 -2.09368 0.005
C -0.07462 2.72327 -2.79030 0.002
C 0.60423 3.60000 -1.96340 0.000
C 0.65403 2.95509 -0.74689 0.000
N 0.04788 1.75112 -0.81269 0.001
N -1.57177 0.60116 -4.05711 0.138
C -2.58954 0.87012 -4.80317 0.158
C -2.13104 0.90231 -6.15572 0.451
C -0.72233 0.63912 -6.06507 0.043
N -0.37170 0.47291 -4.84309 0.164
H 0.07799 -4.07300 -2.71175 0.000
H 0.43362 -3.09314 -0.21120 0.000
H -0.75701 -1.91305 -4.15003 0.002
H -4.26434 0.42300 -2.79003 0.000
H -5.53602 -0.19417 -0.48737 0.000
H -3.54253 -0.39955 1.32777 0.000
H -0.32738 2.81700 -3.83294 0.001
H 1.00564 4.56518 -2.21859 0.000
H 1.09561 3.32285 0.16346 0.000
H -3.58374 1.05407 -4.43456 0.003
H -2.72712 1.09696 -7.03603 0.018
H 0.01138 0.58113 -6.85532 -0.002
N 1.12996 1.36583 1.89102 0.000
C 0.52671 2.33561 2.84714 0.000
C -0.88509 2.59385 2.40656 0.000
N -1.48517 1.26932 2.07435 0.000
C -1.81262 0.44227 3.28568 0.000
C -0.86683 -0.72866 3.42730 0.000
N -0.71927 -1.38561 2.10144 0.000
H 1.70096 0.69922 2.43719 0.000
H 1.78692 1.83891 1.27928 0.000
H 1.11316 3.25221 2.89677 0.000
H 0.54899 1.88712 3.84088 0.000
H -0.92084 3.20151 1.50288 0.000
H -1.47420 3.09437 3.17647 0.000
H -2.36174 1.47599 1.60565 0.000
H -2.83739 0.08528 3.18738 0.000
H -1.79024 1.06658 4.17928 0.000
H -1.24098 -1.42550 4.17854 0.000
H 0.12887 -0.41356 3.73215 0.000
H -1.57679 -1.88453 1.86525 0.000
H -0.00198 -2.10449 2.17250 0.000
F 5.43382 -3.52982 0.34846 0.000
C 4.39115 -2.72261 0.24033 0.000
F 4.69352 -1.75070 -0.62800 0.000
F 3.36957 -3.43500 -0.27860 0.000
C 3.99799 -2.14961 1.59079 0.000
C 4.73360 -2.49406 2.71607 0.000
C 4.35415 -2.00202 3.95232 0.000
C 3.24093 -1.18615 4.02454 0.000
N 2.52596 -0.84375 2.95001 0.000
C 2.90002 -1.29687 1.75456 0.000
S 1.99033 -0.82095 0.30178 -0.001
H 5.59060 -3.14691 2.61924 0.000
H 4.90707 -2.24949 4.84722 0.000
H 2.91055 -0.78631 4.97531 0.000
```

Calculated values
- LUMO level (spin up / spin down) (eV) = -10.076 / -12.345
- ⟨S²⟩ = 0.7584
- multiplicity = 2
- charge = +3
- HOMO level (spin up / spin down) (eV) = -16.4 / -16.4

4.
The following is a DFT calculation (ωB97M-V with the def2-TZVPD basis set) of the molecule C4H7N3.

XYZ file:
```
14
Properties=species:S:1:pos:R:3:mulliken_charge:R:1
N 2.40887 -0.54638 0.33294 -0.551
C 1.12302 -0.07495 0.01739 0.991
C 0.71072 1.23554 -0.08048 -0.952
N -0.66741 1.22399 -0.17763 0.023
C -1.12515 -0.05478 -0.13969 0.022
N -2.52292 -0.26017 -0.04782 -0.590
C -0.03893 -0.89706 -0.06183 -0.828
H 3.14262 0.11082 0.10871 0.231
H 2.61553 -1.45560 -0.05924 0.245
H 1.25913 2.16485 -0.02191 0.349
H -1.27459 2.02009 -0.27452 0.206
H -2.79678 -1.11671 -0.51325 0.280
H -2.76536 -0.37134 0.93427 0.257
H -0.06875 -1.97831 -0.01694 0.318
```

Calculated values
- LUMO level (eV) = 1.101
- SMILES = Nc1c[nH]c(N)c1
- multiplicity = 1
- HOMO level (eV) = -7.3

The relative energy (zero: lowest compared OMol25 entry of this formula, charge and spin) results, record by record, are as follows: 180.0, 16.9, 9.2, 1.9 kcal/mol.